{"formula": "C36H10Cl5F15GeN3O2RhS", "method": "ωB97M-V with the def2-TZVPD basis set", "symbols": ["F", "H", "O", "H", "Cl", "F", "F", "H", "C", "C", "H", "C", "F", "C", "C", "F", "C", "C", "O", "C", "Cl", "C", "N", "H", "F", "C", "C", "S", "C", "C", "C", "C", "H", "C", "F", "N", "C", "H", "N", "C", "Cl", "C", "C", "C", "H", "C", "C", "F", "C", "C", "F", "C", "Rh", "C", "H", "C", "H", "F", "F", "F", "F", "Cl", "C", "Cl", "F", "C", "C", "C", "C", "C", "C", "Ge", "F", "C"], "positions_angstrom": [[-2.41, 1.36, 0.26], [-2.48, -2.93, 4.65], [-4.23, -1.22, -0.11], [-2.70, -1.11, 2.82], [1.82, -3.25, -0.01], [2.99, 3.48, -0.60], [5.15, 3.52, -2.16], [-0.24, -1.68, -4.69], [-3.84, 2.08, -1.43], [-0.31, -4.74, 2.11], [0.64, -2.43, -2.49], [-1.85, -3.09, 2.61], [-4.90, 1.86, -0.66], [1.88, 1.39, -3.30], [0.23, 3.17, 0.47], [3.02, 0.68, -5.24], [0.22, 5.30, 2.30], [-1.06, -4.52, 4.36], [0.53, -1.78, 2.22], [-2.56, 1.81, -0.99], [6.10, -3.24, 3.31], [2.38, -1.79, 3.67], [-2.15, -1.56, 0.81], [0.36, -6.01, 3.69], [0.22, 6.31, 3.17], [-1.86, -3.48, 3.95], [-0.36, -2.02, -2.59], [0.97, -0.15, -0.09], [4.08, 2.82, -2.53], [2.94, 2.80, -1.75], [-4.01, 2.59, -2.71], [3.89, -3.16, 1.76], [-3.92, -0.65, -2.68], [-2.90, 2.84, -3.51], [-0.61, 2.87, -3.82], [-1.07, -3.72, 1.71], [-2.90, -1.02, -2.71], [-3.70, -2.27, 1.96], [-1.09, -1.95, -1.47], [0.12, 2.95, 1.84], [4.39, -1.74, 5.45], [-1.63, 2.56, -3.02], [0.31, 4.49, 0.06], [-0.86, -1.61, -3.81], [-2.56, -0.77, -4.82], [-1.43, 2.01, -1.77], [4.11, 2.11, -3.72], [0.40, 4.77, -1.25], [-0.28, -5.18, 3.42], [-2.67, -1.93, 2.10], [-3.07, 3.35, -4.73], [3.00, 1.38, -4.11], [-0.29, -2.02, 0.40], [-2.32, -1.43, -1.53], [0.29, -5.22, 1.35], [0.32, 5.56, 0.94], [-1.04, -4.82, 5.40], [0.01, 3.76, 4.06], [0.00, 1.72, 2.33], [-5.23, 2.86, -3.16], [0.40, 6.81, 0.51], [4.78, -4.01, 0.56], [1.76, -2.12, 2.43], [1.42, -0.96, 4.82], [0.84, 0.62, -3.68], [1.80, 2.10, -2.11], [0.12, 4.00, 2.75], [-2.15, -1.10, -3.87], [-3.02, -1.35, -0.19], [4.46, -2.83, 2.98], [3.69, -2.14, 3.93], [0.30, 1.76, -0.89], [5.20, 2.12, -4.48], [2.57, -2.81, 1.51]], "mulliken_charge": [-0.60, 0.43, -0.79, 0.31, -0.18, -0.33, -0.29, 0.45, 0.07, -0.39, 0.39, 0.95, -0.33, 0.04, 0.14, -0.30, 0.72, -0.30, 0.19, -0.03, -0.20, 0.54, 0.26, 0.43, -0.30, -0.80, -0.14, -0.45, 0.03, 0.08, 0.70, -0.17, 0.65, 0.30, -0.33, -0.16, -0.52, 0.56, 0.11, -0.23, -0.19, 0.11, 0.63, -0.63, 0.46, 0.74, 0.72, -0.37, -0.74, -1.04, -0.33, -0.08, 0.29, 0.97, 0.52, 0.08, 0.43, -0.29, -0.09, -0.33, -0.30, -0.20, -1.07, -0.18, -0.12, 0.05, -0.20, -0.48, -0.59, 0.42, 0.23, 0.66, -0.30, 0.73], "homo_lumo_gap_ev": 7.4, "total_charge": 0, "energy_ev": -219793.088}

=====

{"formula": "C36H14BiBrF15GeN3S", "method": "ωB97M-V with the def2-TZVPD basis set", "symbols": ["H", "C", "C", "H", "Ge", "C", "C", "C", "H", "H", "F", "C", "C", "F", "F", "C", "C", "C", "H", "F", "C", "C", "H", "C", "C", "S", "C", "H", "C", "F", "C", "H", "F", "C", "N", "H", "C", "H", "F", "N", "F", "Br", "H", "C", "C", "H", "Bi", "N", "F", "F", "H", "F", "C", "F", "C", "F", "C", "C", "C", "C", "C", "C", "H", "C", "C", "C", "F", "F", "C", "C", "C", "C"], "positions_angstrom": [[4.93, -3.74, 0.28], [1.52, -3.35, 3.19], [-4.49, -1.23, -0.80], [-4.08, -4.32, 0.51], [-0.03, 1.88, 0.22], [1.66, 3.42, 2.13], [1.05, 3.88, 4.40], [-6.63, -2.24, -0.32], [-6.54, -4.21, 0.52], [3.39, -2.80, 1.44], [-1.40, 0.81, -2.18], [0.44, -3.54, 4.05], [4.77, -3.34, -0.71], [2.61, 3.47, 1.19], [-4.28, 5.07, -0.48], [5.85, -3.20, -1.57], [-3.21, 2.26, -2.47], [-3.95, 3.35, -2.03], [0.60, -3.64, 5.11], [2.54, 5.42, -2.67], [-4.59, -3.43, 0.15], [2.44, -3.01, 0.93], [6.84, -3.47, -1.24], [-0.83, -3.58, 3.52], [-2.11, 1.88, -1.74], [0.06, -0.15, 0.95], [2.90, 1.83, -2.91], [4.23, -2.06, -4.31], [-0.50, 2.84, 2.90], [0.76, 4.61, -0.81], [1.29, -3.20, 1.84], [-3.90, -0.40, -1.15], [-5.02, 3.74, -2.71], [-2.45, 3.61, -0.18], [-2.44, -2.45, -0.33], [-1.70, -3.72, 4.14], [0.41, 2.88, 1.85], [2.53, -3.31, 3.57], [-1.11, 3.29, 5.14], [2.33, -3.10, -0.32], [3.19, 4.44, 3.62], [7.12, -2.54, -4.02], [-7.71, -2.19, -0.32], [-5.97, -3.36, 0.15], [-3.57, 4.02, -0.89], [-1.96, -3.34, 1.67], [-0.62, -2.08, -0.83], [0.04, -3.21, 1.33], [3.96, 3.57, -4.06], [1.81, 0.11, -1.79], [-6.36, -0.28, -1.16], [-2.11, 4.33, 0.89], [1.24, 2.34, -1.21], [-3.58, 1.61, -3.57], [3.30, -2.56, -2.45], [-1.71, 2.31, 2.71], [3.48, -3.00, -1.14], [1.98, 3.92, 3.38], [2.36, 4.12, -2.44], [4.38, -2.42, -3.30], [1.45, 3.68, -1.49], [5.65, -2.73, -2.85], [2.30, -2.32, -2.79], [-5.87, -1.17, -0.79], [1.98, 1.43, -1.95], [-1.70, 2.53, -0.59], [1.34, 4.35, 5.60], [3.59, 0.93, -3.61], [-0.21, 3.34, 4.16], [-0.99, -3.39, 2.15], [3.09, 3.18, -3.15], [-3.81, -2.37, -0.33]], "mulliken_charge": [0.42, -0.71, 0.01, 0.45, 0.28, 0.38, 0.65, -0.50, 0.34, 0.40, -0.41, -0.43, -0.21, -0.28, -0.30, -0.72, -0.14, 0.84, 0.45, -0.30, -0.21, -0.36, 0.41, -0.73, -0.04, -0.26, -0.24, 0.44, 0.25, -0.38, 0.60, 0.25, -0.31, 0.48, -0.71, 0.44, -0.24, 0.41, -0.29, -0.14, -0.29, -0.18, 0.37, -0.60, 0.07, 0.09, 0.75, -0.17, -0.31, 0.23, 0.39, -0.31, -0.10, -0.33, 0.08, -0.33, 0.04, 0.04, 0.13, -0.67, 0.93, 0.06, 0.34, -0.44, 0.10, 0.26, -0.30, -0.21, -0.02, 0.23, 0.49, 0.11], "homo_lumo_gap_ev": 5.9, "total_charge": 0, "energy_ev": -226022.123}

=====

Summary of HOMO in eV
-8.37 -7.12
(order as listed above)
Summary of LUMO in eV
-0.980 -1.205
(order as listed above)